[1]
Computed, not measured: 12 unconnected molecules or ions with the total composition C30H84N4O12, with wB97M-V/def2-TZVPD.

Summary:
Energy relative to the best compared isomer or geometry (same formula, charge and spin) = 0.0 kcal/mol
SMILES = NC(N)=O.NC(N)=O.CC(C)O.CC(C)O.CC(C)O.CC(C)O.CC(C)O.CC(C)O.CC(C)O.CC(C)O.CC(C)O.CO
LUMO = 0.200 eV
Maximum force = 0.2326 Eh/bohr
Spin multiplicity = 1
E_tot = -62992.903 eV
Highest occupied orbital energy = -9.15 eV

Geometry (Å):
C 0.274 -0.017 -0.006
O -0.954 0.388 0.592
H 0.920 0.829 -0.405
H 0.063 -0.712 -0.757
H 0.866 -0.554 0.704
H -0.822 1.046 1.292
C -4.231 1.158 0.573
O -5.563 1.355 0.657
N -3.571 1.035 -0.541
N -3.388 1.075 1.521
H -4.160 1.096 -1.409
H -2.662 0.660 -0.597
H -3.739 1.252 2.464
H -2.559 0.523 1.476
C -2.293 4.192 0.240
O -1.887 5.496 0.210
N -2.542 3.588 1.356
N -2.364 3.521 -0.859
H -2.441 4.093 2.205
H -3.013 2.689 1.384
H -2.178 4.007 -1.747
H -2.743 2.615 -0.804
C 3.011 1.060 -4.117
C 3.755 2.162 -3.357
C 2.732 2.978 -2.596
O 4.659 1.815 -2.554
H 2.588 1.432 -5.044
H 2.098 0.733 -3.582
H 3.536 0.132 -4.222
H 4.293 2.817 -4.042
H 1.987 3.433 -3.260
H 3.225 3.835 -2.112
H 2.231 2.388 -1.824
H 5.032 2.634 -2.300
C -0.756 -3.648 0.836
C 0.659 -4.062 1.232
C 1.064 -3.297 2.485
O 0.696 -5.308 1.482
H -0.759 -2.582 0.685
H -1.557 -3.946 1.492
H -0.884 -3.898 -0.203
H 1.414 -3.758 0.491
H 2.112 -3.571 2.739
H 0.417 -3.429 3.413
H 1.111 -2.237 2.261
H 1.611 -5.604 1.738
C -0.720 1.637 -2.657
C -1.379 1.783 -4.000
C -0.299 2.084 -5.082
O -2.041 0.791 -4.398
H -1.495 1.581 -1.902
H -0.031 2.482 -2.462
H -0.225 0.693 -2.625
H -2.126 2.605 -3.956
H -0.745 2.459 -5.985
H 0.369 1.222 -5.222
H 0.425 2.862 -4.750
H -2.560 0.926 -5.210
C 3.637 0.567 0.564
C 4.104 -0.501 -0.446
C 3.836 -1.918 0.118
O 3.579 -0.549 -1.587
H 3.277 1.410 0.109
H 4.415 0.912 1.260
H 2.805 0.158 1.187
H 5.169 -0.402 -0.610
H 2.754 -2.082 0.375
H 4.482 -2.080 0.974
H 4.142 -2.698 -0.538
H 3.780 0.278 -1.977
C -4.006 -1.469 -3.041
C -3.820 -2.693 -2.090
C -3.382 -2.231 -0.616
O -4.891 -3.321 -1.926
H -4.917 -1.045 -2.712
H -4.148 -1.767 -4.070
H -3.136 -0.816 -2.935
H -2.985 -3.303 -2.466
H -3.329 -3.076 0.073
H -3.981 -1.481 -0.193
H -2.429 -1.689 -0.707
H -5.346 -2.917 -1.196
C 0.939 -1.694 -4.899
C 0.871 -1.754 -3.374
C -0.555 -2.337 -3.076
O 1.676 -2.381 -2.717
H -0.044 -1.484 -5.372
H 1.353 -2.631 -5.312
H 1.648 -0.872 -5.245
H 0.864 -0.835 -2.919
H -0.685 -3.266 -3.490
H -1.240 -1.577 -3.605
H -0.770 -2.390 -1.998
H 2.312 -1.797 -2.375
C -2.255 -1.546 3.168
C -2.673 -2.201 4.429
C -1.572 -2.218 5.488
O -3.702 -1.630 4.914
H -3.032 -1.600 2.403
H -1.391 -2.062 2.791
H -1.888 -0.553 3.336
H -2.911 -3.269 4.238
H -1.761 -2.610 6.433
H -1.308 -1.188 5.638
H -0.676 -2.659 5.175
H -3.614 -0.694 4.741
C 1.131 3.513 0.700
C 1.007 2.853 2.013
C 1.314 3.816 3.135
O -0.189 2.410 2.209
H 0.921 4.565 0.847
H 0.480 3.285 -0.114
H 2.163 3.428 0.385
H 1.674 2.024 2.061
H 1.357 3.320 4.106
H 0.563 4.599 3.141
H 2.246 4.389 2.905
H -0.828 3.077 1.811
C 3.080 -1.043 4.325
C 2.124 0.130 4.529
C 0.834 -0.101 3.766
O 1.750 0.297 5.714
H 4.051 -0.652 4.477
H 3.044 -1.312 3.268
H 2.859 -1.971 4.875
H 2.674 1.028 4.208
H 0.476 -1.072 3.974
H 1.045 -0.084 2.725
H -0.053 0.597 3.957
H 2.621 0.324 6.120

=====

[2]
Computed, not measured: 12 unconnected molecules or ions with the total composition C30H84N4O12, with wB97M-V/def2-TZVPD.

Summary:
Energy relative to the best compared isomer or geometry (same formula, charge and spin) = 2.4 kcal/mol
SMILES = NC(N)=O.NC(N)=O.CC(C)O.CC(C)O.CC(C)O.CC(C)O.CC(C)O.CC(C)O.CC(C)O.CC(C)O.CC(C)O.CO
LUMO = 0.521 eV
Maximum force = 0.2187 Eh/bohr
Spin multiplicity = 1
E_tot = -62992.800 eV
Highest occupied orbital energy = -9.37 eV

Geometry (Å):
C 21.928 -24.101 14.597
O 20.603 -24.101 14.145
H 22.337 -25.062 14.832
H 22.083 -23.615 15.558
H 22.556 -23.685 13.835
H 20.168 -24.918 14.481
C 15.919 -25.828 16.576
O 16.173 -27.002 17.238
N 15.748 -25.684 15.230
N 15.980 -24.616 17.175
H 15.526 -26.535 14.727
H 15.527 -24.790 14.818
H 16.086 -24.765 18.169
H 16.125 -23.634 16.844
C 17.326 -22.165 15.415
O 16.148 -22.025 16.158
N 17.804 -23.418 15.223
N 18.021 -21.138 15.048
H 17.239 -24.257 15.503
H 18.601 -23.683 14.545
H 17.799 -20.358 15.660
H 18.834 -21.142 14.488
C 18.358 -24.818 11.952
C 17.040 -25.563 12.340
C 15.889 -24.612 12.319
O 16.795 -26.564 11.632
H 19.246 -25.423 11.972
H 18.523 -23.959 12.604
H 18.192 -24.431 10.911
H 17.275 -25.879 13.343
H 16.187 -23.786 12.904
H 15.037 -25.074 12.833
H 15.510 -24.148 11.411
H 16.117 -27.030 12.156
C 20.931 -22.218 11.717
C 21.360 -21.321 12.854
C 21.524 -19.846 12.355
O 20.514 -21.397 13.753
H 21.493 -22.029 10.795
H 19.866 -22.138 11.571
H 21.113 -23.307 11.935
H 22.289 -21.688 13.153
H 20.700 -19.514 11.805
H 22.340 -19.890 11.679
H 21.661 -19.058 13.048
H 20.494 -22.364 13.962
C 17.928 -28.240 14.868
C 19.160 -27.396 15.153
C 20.123 -27.418 13.927
O 18.882 -26.182 15.482
H 17.197 -27.726 14.270
H 17.352 -28.572 15.728
H 18.170 -29.171 14.356
H 19.711 -27.880 15.950
H 20.544 -28.419 13.678
H 20.915 -26.666 14.007
H 19.612 -27.205 12.957
H 18.186 -26.094 16.143
C 13.313 -22.949 18.086
C 12.178 -22.992 19.116
C 12.114 -24.272 19.825
O 12.259 -22.055 19.961
H 14.250 -23.232 18.603
H 13.577 -21.956 17.657
H 13.207 -23.703 17.285
H 11.208 -22.924 18.633
H 13.113 -24.683 20.067
H 11.574 -24.934 19.108
H 11.514 -24.217 20.741
H 11.474 -21.470 20.030
C 17.358 -19.043 12.141
C 18.025 -20.321 11.716
C 17.076 -21.450 11.492
O 18.647 -20.167 10.662
H 17.899 -18.572 12.951
H 16.392 -19.282 12.612
H 17.325 -18.265 11.401
H 18.690 -20.512 12.483
H 16.317 -21.201 10.783
H 16.619 -21.732 12.423
H 17.614 -22.286 11.260
H 18.851 -21.017 10.288
C 14.681 -19.531 16.476
C 14.822 -19.380 17.969
C 15.876 -20.139 18.692
O 14.922 -18.190 18.327
H 15.582 -19.449 15.869
H 14.074 -18.761 16.002
H 14.187 -20.469 16.174
H 13.874 -19.594 18.487
H 16.907 -19.903 18.428
H 15.711 -21.217 18.689
H 15.859 -19.870 19.738
H 14.031 -17.887 18.497
C 18.070 -25.540 19.506
C 17.125 -24.538 20.139
C 17.459 -23.103 19.803
O 15.923 -24.685 19.891
H 17.611 -26.534 19.696
H 19.036 -25.340 20.021
H 18.240 -25.409 18.448
H 17.240 -24.639 21.243
H 17.297 -22.929 18.718
H 18.541 -22.942 19.897
H 16.949 -22.373 20.478
H 15.498 -23.963 20.319
C 20.702 -23.370 17.892
C 20.197 -21.963 17.764
C 20.623 -21.022 18.902
O 20.458 -21.385 16.663
H 20.185 -23.970 17.157
H 20.482 -23.758 18.869
H 21.744 -23.469 17.766
H 19.057 -22.011 17.773
H 21.679 -20.691 19.017
H 20.417 -21.640 19.775
H 20.057 -20.137 18.919
H 19.800 -21.647 16.052
C 19.956 -18.024 15.001
C 19.010 -18.011 16.172
C 17.624 -17.801 15.591
O 18.865 -18.998 16.917
H 20.925 -18.265 15.380
H 20.014 -17.044 14.490
H 19.619 -18.793 14.277
H 19.253 -17.147 16.769
H 17.557 -16.896 14.992
H 16.963 -17.656 16.484
H 17.196 -18.487 14.897
H 19.603 -19.606 16.797

=====

[3]
Computed, not measured: 9 unconnected molecules or ions with the total composition C30H84N6O12, with wB97M-V/def2-TZVPD.

Summary:
Energy relative to the best compared isomer or geometry (same formula, charge and spin) = 275.4 kcal/mol
SMILES = COC[C@H](C)N.COC[C@H](C)N.COC[C@H](C)N.COC[C@H](C)N.COC[C@H](C)N.COC[C@H](C)N.OCCO.OCCO.OCCO
LUMO = 0.486 eV
Maximum force = 0.0869 Eh/bohr
Spin multiplicity = 1
E_tot = -65973.814 eV
Highest occupied orbital energy = -9.08 eV

Geometry (Å):
C -1.654 4.576 0.068
C -2.464 3.639 1.054
O -2.602 4.494 2.204
O -2.361 5.871 -0.082
H -1.707 4.095 -0.909
H -0.658 4.766 0.467
H -1.942 2.724 1.337
H -3.413 3.434 0.558
H -3.121 5.221 1.853
H -1.735 6.363 -0.619
C -0.925 2.408 6.226
C -0.590 3.131 4.941
O -0.947 4.513 4.830
O -0.461 1.039 6.249
H -2.010 2.442 6.314
H -0.499 2.964 7.061
H -1.075 2.626 4.105
H 0.443 2.920 4.664
H -1.445 4.679 4.026
H 0.254 0.968 6.885
C 3.171 0.939 5.524
C 2.959 1.971 6.697
O 1.925 1.402 7.528
O 1.997 0.865 4.823
H 3.375 0.037 6.101
H 3.995 1.370 4.957
H 2.701 2.983 6.384
H 3.886 2.107 7.253
H 2.226 0.942 8.315
H 1.284 1.054 5.436
C -5.631 -0.951 -6.797
C -4.137 -0.480 -6.920
C -3.258 -1.068 -5.798
O -1.856 -0.769 -5.908
C -1.080 -1.012 -4.732
N -3.748 -0.989 -8.257
H -6.257 -0.870 -7.685
H -6.107 -0.414 -5.976
H -5.705 -2.037 -6.743
H -4.011 0.601 -6.853
H -3.368 -2.148 -5.699
H -3.601 -0.690 -4.835
H -0.109 -0.559 -4.934
H -0.828 -2.058 -4.559
H -1.496 -0.617 -3.806
H -2.756 -0.800 -8.284
H -3.976 -1.946 -8.029
C 4.768 3.521 1.564
C 4.635 2.897 0.212
C 4.698 3.895 -1.039
O 3.478 4.660 -1.045
C 2.802 4.767 -2.293
N 5.701 1.939 0.101
H 5.729 4.036 1.571
H 4.648 2.736 2.311
H 4.017 4.275 1.803
H 3.722 2.309 0.307
H 4.840 3.357 -1.976
H 5.503 4.630 -1.052
H 2.506 3.796 -2.690
H 3.300 5.390 -3.036
H 1.934 5.409 -2.147
H 5.428 1.357 -0.678
H 6.593 2.295 -0.211
C -0.990 -0.008 2.613
C 0.179 0.030 1.629
C -0.318 0.235 0.152
O 0.814 0.461 -0.743
C 0.913 1.441 -1.692
N 0.853 1.197 2.067
H -1.626 -0.893 2.585
H -1.655 0.850 2.519
H -0.686 -0.122 3.653
H 0.884 -0.801 1.633
H -0.973 1.103 0.079
H -0.890 -0.671 -0.046
H 0.668 2.361 -1.161
H 0.283 1.115 -2.520
H 1.971 1.411 -1.951
H 1.297 0.983 2.949
H 1.648 1.228 1.445
C 5.840 -6.369 0.734
C 5.213 -5.739 1.979
C 3.954 -4.934 1.818
O 4.020 -3.986 0.829
C 2.762 -3.458 0.423
N 4.883 -6.819 2.902
H 6.685 -6.996 1.019
H 6.123 -5.451 0.219
H 5.041 -6.975 0.307
H 5.900 -4.989 2.371
H 3.753 -4.446 2.771
H 3.122 -5.590 1.564
H 2.912 -2.797 -0.431
H 2.397 -2.785 1.199
H 1.927 -4.137 0.255
H 4.528 -7.531 2.280
H 5.777 -7.200 3.178
C -1.018 -4.164 2.692
C -1.572 -5.561 2.512
C -0.483 -6.565 1.964
O -0.094 -6.199 0.632
C 0.521 -7.316 -0.083
N -2.133 -6.071 3.735
H -0.617 -3.595 1.853
H -0.155 -4.148 3.358
H -1.754 -3.405 2.956
H -2.374 -5.535 1.775
H -0.963 -7.543 1.993
H 0.458 -6.527 2.513
H 0.015 -8.267 0.084
H 1.585 -7.444 0.114
H 0.379 -7.047 -1.129
H -2.067 -5.390 4.477
H -1.792 -6.889 4.220
C -6.595 3.215 -5.027
C -5.211 3.825 -5.352
C -4.149 2.867 -4.799
O -4.040 2.735 -3.350
C -3.106 1.720 -2.932
N -4.992 4.060 -6.811
H -6.796 3.095 -3.962
H -6.654 2.217 -5.461
H -7.415 3.815 -5.421
H -5.152 4.735 -4.755
H -3.156 3.118 -5.173
H -4.162 1.871 -5.242
H -2.140 1.681 -3.435
H -3.695 0.808 -2.834
H -2.783 1.908 -1.908
H -4.260 4.756 -6.817
H -5.823 4.519 -7.154